DFT (ωB97M-V/def2-TZVPD) results for 14 unconnected molecules or ions with the total composition C35H105N21O14.

## Properties
Kohn-Sham gap: 8.79 eV
LUMO energy: -0.0044 hartree
F_max: 10.4 eV/Å
E_HOMO: -8.914 eV

Geometry as ORCA input:
```
! wB97M-V def2-TZVPD RIJCOSX def2/J DEFGRID3
* xyz 0 1
C -12.041 3.739 -1.577
O -12.675 4.737 -1.395
N -12.152 3.068 -2.654
N -11.221 3.266 -0.720
H -12.733 3.491 -3.363
H -11.648 2.205 -2.799
H -10.755 2.374 -0.802
H -10.994 3.809 0.100
C -17.991 8.825 10.411
O -18.877 9.564 10.853
N -17.898 8.500 9.148
N -17.045 8.326 11.174
H -18.671 8.796 8.570
H -17.218 7.935 8.660
H -17.019 8.434 12.178
H -16.237 7.961 10.691
C -16.327 13.067 3.922
O -16.077 11.880 3.908
N -17.443 13.473 4.310
N -15.562 14.049 3.745
H -17.678 14.411 4.604
H -18.063 12.846 4.802
H -16.083 14.909 3.651
H -14.556 13.958 3.757
C -6.964 7.760 0.334
O -6.254 7.610 1.352
N -6.547 8.261 -0.775
N -8.241 7.531 0.230
H -7.156 8.333 -1.577
H -5.632 8.663 -0.919
H -8.845 7.226 0.980
H -8.589 7.392 -0.708
C -15.124 0.876 2.931
O -15.822 0.027 3.365
N -14.774 1.979 3.580
N -14.560 0.757 1.709
H -13.975 2.565 3.383
H -15.505 2.227 4.230
H -13.895 1.420 1.335
H -14.724 -0.117 1.232
C -6.695 2.256 4.218
O -6.983 1.644 3.249
N -5.790 1.834 5.088
N -7.177 3.409 4.579
H -5.264 1.067 4.695
H -5.649 2.114 6.048
H -6.952 3.968 5.390
H -7.747 3.888 3.896
C -12.795 7.417 3.486
O -11.982 6.525 3.360
N -13.726 7.687 2.689
N -12.972 8.094 4.561
H -14.106 8.618 2.782
H -13.756 7.139 1.841
H -12.237 8.029 5.251
H -13.701 8.794 4.558
C -23.819 3.073 0.914
C -22.838 4.141 0.547
C -21.588 3.587 -0.126
O -20.683 4.619 -0.589
C -19.325 4.213 -0.657
N -23.475 5.127 -0.306
H -23.319 2.394 1.605
H -24.306 2.486 0.136
H -24.509 3.536 1.618
H -22.395 4.513 1.471
H -21.865 2.988 -0.994
H -21.172 2.997 0.690
H -18.680 5.001 -1.046
H -19.105 3.337 -1.267
H -18.942 4.073 0.354
H -24.016 5.792 0.227
H -22.647 5.628 -0.597
C -12.763 12.092 8.844
C -12.089 11.182 9.886
C -10.674 10.755 9.632
O -10.543 10.169 8.361
C -9.314 9.564 8.105
N -12.113 11.728 11.263
H -13.826 11.948 9.036
H -12.521 11.685 7.862
H -12.334 13.082 8.997
H -12.713 10.294 9.980
H -10.349 10.066 10.412
H -9.995 11.604 9.711
H -9.109 8.672 8.697
H -8.493 10.266 7.961
H -9.439 9.193 7.087
H -13.069 11.946 11.503
H -11.790 11.074 11.961
C -12.344 4.847 11.285
C -13.432 4.146 10.508
C -14.349 3.273 11.392
O -13.553 2.498 12.292
C -14.280 1.432 12.851
N -14.199 5.139 9.716
H -12.872 5.548 11.931
H -11.603 5.445 10.756
H -11.839 4.152 11.956
H -12.949 3.520 9.758
H -15.039 2.672 10.800
H -14.977 3.975 11.939
H -14.391 0.522 12.261
H -15.260 1.754 13.203
H -13.764 1.186 13.778
H -13.601 5.503 8.988
H -14.870 4.552 9.243
C -19.995 9.847 0.880
C -19.944 10.848 -0.306
C -20.586 12.226 0.011
O -21.725 11.951 0.818
C -22.425 13.088 1.243
N -18.587 10.986 -0.757
H -19.846 10.513 1.729
H -19.219 9.082 0.907
H -20.989 9.432 1.046
H -20.663 10.508 -1.052
H -20.912 12.597 -0.961
H -19.817 12.882 0.419
H -21.806 13.931 1.549
H -22.998 12.744 2.105
H -23.147 13.474 0.523
H -18.595 11.901 -1.184
H -17.983 11.034 0.051
C -20.335 3.162 9.365
C -20.461 3.008 7.910
C -19.151 2.576 7.222
O -18.384 3.756 6.827
C -18.908 4.485 5.641
N -21.488 2.057 7.649
H -19.757 4.072 9.524
H -19.741 2.319 9.718
H -21.254 3.349 9.922
H -20.708 3.997 7.523
H -19.259 2.010 6.297
H -18.521 1.913 7.815
H -19.014 3.771 4.825
H -18.121 5.161 5.308
H -19.875 4.936 5.864
H -21.441 1.817 6.669
H -21.316 1.164 8.089
C -9.732 15.745 4.122
C -9.749 14.293 4.622
C -9.645 13.265 3.473
O -10.675 13.549 2.499
C -10.845 12.771 1.303
N -8.921 14.083 5.728
H -8.791 16.037 3.657
H -9.917 16.426 4.952
H -10.508 15.955 3.385
H -10.741 14.088 5.025
H -9.861 12.275 3.876
H -8.646 13.236 3.039
H -9.825 12.638 0.942
H -11.547 13.320 0.677
H -11.182 11.766 1.556
H -9.271 14.690 6.456
H -9.300 13.286 6.218
C -15.297 7.098 -6.828
C -16.177 8.235 -6.185
C -17.694 7.799 -6.047
O -18.385 7.576 -7.307
C -18.298 8.486 -8.331
N -15.695 8.485 -4.879
H -15.822 6.706 -7.700
H -15.196 6.278 -6.118
H -14.313 7.515 -7.040
H -15.994 9.160 -6.732
H -18.079 8.602 -5.419
H -17.832 6.907 -5.436
H -19.160 8.420 -8.995
H -17.443 8.166 -8.927
H -18.120 9.509 -8.001
H -16.472 8.926 -4.407
H -15.463 7.702 -4.285
*
```